(1)
A molecular structure, C13H14Cl2N4O. Source: OMol25; level of theory: wB97M-V/def2-TZVPD.

Geometry (Å):
C -1.166693 -2.764287 -0.122427
C -2.021383 -1.636512 -0.150904
N -3.047343 -1.450175 -0.997987
N -3.791972 -0.448419 -0.690532
C -3.224009 0.057732 0.197746
C -2.212223 -0.605875 0.778907
C -1.241825 -0.322851 1.949564
N 0.066452 0.336322 1.093982
C 0.144199 1.662163 0.830837
O -0.573492 2.434685 1.233170
N 1.274857 2.208460 0.232333
C 2.417624 1.439759 -0.136381
C 3.316855 1.551681 -1.245406
C 4.510953 1.194555 -1.376524
C 4.937857 0.057994 -0.735607
C 4.129820 -0.334545 0.628700
C 3.038914 0.167006 0.846811
H 2.435120 -0.000588 1.771608
Cl 4.865781 -1.447150 1.481750
Cl 6.406798 -0.667115 -0.857633
H 5.031172 1.406294 -2.355453
H 2.830982 2.631073 -1.611023
H 1.264098 3.066393 -0.089619
H 0.549453 -0.284484 0.825601
H -1.547239 0.752924 2.197798
H -0.822607 -1.061878 2.360898
H -3.606191 0.980451 0.731148
C -4.991684 0.130703 -1.411707
H -5.303614 -0.831716 -2.017285
H -4.849515 0.893317 -1.801152
H -5.871677 0.152252 -0.753823
H -0.311573 -2.481745 -0.798103
H -0.968388 -3.093312 0.814105
H -1.669498 -3.693113 -0.823388

Forces on atoms 1 to 2 (eV/Å):
C -0.2 -2.6 -6.9
C -4.7 2.6 0.3

Results
multiplicity: 1
total energy: -46748.2715 eV
energy relative to the best compared isomer or geometry (same formula, charge and spin): 0.0 kcal per mole
LUMO level: 0.012 Eh

So, what does the Löwdin scheme give us? The charges, in e, come out as: -0.041, -0.338, 0.104, -0.162, -0.220, -0.150, 0.100, 0.157, -0.632, 0.140, 0.149, -0.060, -0.146, -0.205, -0.676, -0.858, -0.064, 0.116, 0.808, 0.720, 0.144, 0.166, 0.072, -0.053, 0.134, 0.029, 0.169, 0.102, 0.147, -0.050, 0.104, 0.100, 0.033, 0.161

=====

(2)
A molecular structure, C13H14Cl4HfO5S3. Source: OMol25; level of theory: wB97M-V/def2-TZVPD.

Geometry (Å):
Hf -0.873571 -0.025698 -0.456174
C -1.028938 -3.284614 -1.186370
O -0.212054 -2.245381 -0.616249
C 1.130471 -2.665958 -0.353647
C 1.697684 -1.721434 0.680864
O 1.404925 -0.380397 0.308563
C 2.399475 0.424337 -0.311359
C 2.263389 0.329428 -1.810640
O 0.876090 0.458548 -2.137637
C 0.721797 0.864103 -3.509802
H -1.028413 -4.145276 -0.517718
H -2.033476 -2.891116 -1.298696
H -0.641764 -3.565763 -2.166322
H 1.123951 -3.682408 0.043782
H 1.695499 -2.650692 -1.289633
H 1.191040 -1.883333 1.631107
H 2.771787 -1.874738 0.795173
H 2.187116 1.443340 0.007306
H 3.399263 0.129007 0.009724
H 2.828243 1.140384 -2.274856
H 2.634715 -0.622963 -2.202580
H 1.246175 1.807578 -3.665257
H 1.132569 0.096658 -4.168801
H -0.335541 0.989509 -3.707852
Cl -0.803673 4.683773 4.419879
C -0.843907 3.171848 3.600256
C -1.136788 2.001259 4.295310
Cl -1.453684 2.053875 5.985924
C -1.168113 0.783527 3.615751
Cl -1.520315 -0.689573 4.437943
C -0.907902 0.719276 2.253984
O -0.936913 -0.424094 1.558615
C -0.587962 1.899279 1.558065
O -0.320988 1.793275 0.241872
C -0.573809 3.112421 2.232332
Cl -0.186610 4.529134 1.334269
S -5.033383 0.242528 -2.621298
C -3.607837 0.091332 -1.864244
S -2.128244 -0.406704 -2.689243
S -3.340302 0.395723 -0.162339

Forces on atoms 1 to 2 (eV/Å):
Hf 0.2 0.1 -0.1
C -0.1 -0.1 -0.1

Results
multiplicity: 1
total energy: -107851.0956 eV
energy relative to the best compared isomer or geometry (same formula, charge and spin): 2.7 kcal per mole
LUMO level: -0.008 Eh

So, what does the Löwdin scheme give us? The charges, in e, come out as: 1.443, -0.054, -0.331, -0.148, -0.130, -0.234, -0.132, -0.164, -0.316, -0.081, 0.104, 0.070, 0.106, 0.141, 0.134, 0.140, 0.143, 0.138, 0.142, 0.138, 0.132, 0.102, 0.105, 0.020, 0.673, -0.709, -0.707, 0.673, -0.610, 0.710, -0.393, -0.279, -0.377, -0.257, -0.613, 0.714, 0.545, -1.796, 0.447, 0.511

=====

(3)
A molecular structure, C13H14ClMnN3O3. Source: OMol25; level of theory: wB97M-V/def2-TZVPD.

Geometry (Å):
Cl -1.526024 -1.702697 -0.845036
C 1.680721 -2.211210 -2.473310
C 2.422887 -0.991025 -2.252581
C 1.563410 0.118491 -2.604994
H 3.482643 -0.948516 -2.018714
C 0.293696 -0.403981 -3.026857
C 0.386608 -1.849733 -2.954279
H -0.407948 -2.525355 -3.265241
H 2.053234 -3.227154 -2.353539
H 1.803647 1.182969 -2.611558
C -0.837389 0.374157 -3.623714
Mn 0.755902 -1.013714 -1.016197
C 2.050882 -0.197344 0.064043
C 0.740909 -2.238374 0.431166
O 2.951025 0.351488 0.547929
O 0.396530 -2.973362 1.253935
H -0.871406 1.388616 -3.204310
H -1.801628 -0.120504 -3.433534
H -0.708238 0.462367 -4.714111
C -0.020481 0.649333 4.691887
N -0.496709 0.854400 3.342259
C -1.536234 1.675189 3.093268
C -1.953005 1.881697 1.812762
C -1.239096 1.212923 0.784493
N -0.193977 0.436897 1.016320
C 0.190291 0.178299 2.308804
O 1.096765 -0.600945 2.624781
N -1.633049 1.388718 -0.516425
H -0.634831 1.243980 5.360411
H 1.019340 0.960784 4.773328
H -0.084953 -0.402002 4.964401
H -2.003414 2.136113 3.965340
H -2.821299 2.483999 1.558971
H -2.501109 1.906665 -0.615836
H -1.617711 0.518824 -1.063858

Forces on atoms 1 to 2 (eV/Å):
Cl 0.8 0.2 -0.2
C 0.1 0.2 -1.2

Results
<S²>: 3.959
charge: +2
multiplicity: 4
total energy: -68145.5458 eV
LUMO level (alpha / beta): -0.364 / -0.383 Eh

So, what does the Löwdin scheme give us? The charges, in e, come out as: 0.422, -0.042, -0.060, -0.013, 0.166, -0.298, -0.066, 0.148, 0.164, 0.173, -0.001, 0.458, -0.058, -0.098, 0.277, 0.246, 0.099, 0.099, 0.129, 0.015, -0.029, 0.013, 0.029, -0.363, 0.131, -0.449, 0.049, 0.137, 0.104, 0.114, 0.113, 0.158, 0.131, 0.125, -0.021

=====

(4)
A molecular structure, C13H14F5I2N3OsPS. Source: OMol25; level of theory: wB97M-V/def2-TZVPD.

Geometry (Å):
Os -0.469703 -0.203822 1.168040
I -2.888578 -1.726915 1.496931
C -3.989685 0.040335 2.008426
I -2.852470 1.766480 1.465075
H -4.121143 0.060617 3.080415
H -4.922938 0.059891 1.442998
F 2.479644 -0.057148 7.176405
C 2.281194 -0.024823 5.890730
C 0.990017 -0.022800 5.368152
F -0.027274 -0.053226 6.210286
C 0.840195 0.026469 4.005051
F -0.474735 -0.075747 3.509172
C 1.895362 0.136212 3.124909
S 1.702284 0.355231 1.374330
C 3.158579 0.088740 3.656705
F 4.243428 0.153867 2.858103
C 3.363671 -0.007314 5.020849
F 4.569049 -0.042028 5.515286
C 1.141942 0.300353 -3.856113
N 0.687498 -1.018999 -3.429056
C -0.689410 -1.290088 -3.927604
N -1.664085 -0.268110 -3.461795
C -1.183765 1.063647 -3.837243
N 0.191963 1.262507 -3.306853
C 0.269011 1.408685 -1.896481
P -0.395548 -0.195243 -1.044877
C 0.853210 -1.215546 -2.009441
C -1.954006 -0.393307 -2.059987
H 1.094807 0.345521 -4.921920
H 2.152138 0.496658 -3.476605
H -1.023247 -2.277678 -3.645519
H -0.623372 -1.219021 -5.016510
H -1.859130 1.841536 -3.500486
H -1.108787 1.097979 -4.922702
H -0.415395 2.192995 -1.575469
H 1.275702 1.596217 -1.530620
H 0.657021 -2.257047 -1.752737
H 1.860850 -0.922287 -1.703177
H -2.671237 0.345284 -1.680622
H -2.373048 -1.368082 -1.816051

Forces on atoms 1 to 2 (eV/Å):
Os -1.9 -0.2 0.4
I 0.2 0.2 0.0

Results
<S²>: 6.039
charge: +3
multiplicity: 5
total energy: -70525.3462 eV
LUMO level (alpha / beta): -0.375 / -0.497 Eh

So, what does the Löwdin scheme give us? The charges, in e, come out as: 0.455, 0.978, -0.984, 0.928, -0.007, 0.003, 0.277, -0.044, -0.082, 0.216, -0.149, -0.094, -0.423, 0.744, -0.173, 0.152, -0.098, 0.233, -0.100, -0.063, -0.075, -0.118, -0.079, -0.017, -0.214, 0.726, -0.247, -0.300, 0.149, 0.163, 0.149, 0.155, 0.154, 0.155, 0.114, 0.105, 0.120, 0.110, 0.092, 0.088

=====

(5)
A molecular structure, C13H14N2O2S. Source: OMol25; level of theory: wB97M-V/def2-TZVPD.

Geometry (Å):
C -3.661226 2.119940 1.473761
H -3.840916 1.420965 2.187958
O -3.763553 1.641642 0.092529
C -3.190922 0.387261 -0.239980
C -2.316925 -0.415550 0.460689
C -1.758700 -1.483771 0.229352
C -2.054155 -2.017874 -0.924306
C -2.885374 -1.214230 -2.038853
C -3.554232 -0.064940 -1.583163
H -4.165526 0.385608 -2.125838
H -3.127341 -1.423112 -2.884175
H -1.570354 -2.689468 -1.531635
C -0.673098 -2.259814 0.945861
C 0.749974 -1.576820 0.759523
O 1.665067 -2.435897 0.617107
N 0.798824 -0.375997 0.542254
C 2.118394 0.051284 0.150104
N 2.194511 1.403540 -0.121362
C 3.639133 1.840465 -0.533259
C 4.370243 0.738819 -0.254688
S 3.486619 -0.757491 -0.004135
C 5.748734 0.777443 -0.444583
H 6.119340 0.101664 -1.342409
H 6.328640 0.415195 0.474115
H 6.205085 1.848217 -1.117095
H 3.878476 2.764446 -0.745431
H 0.071000 0.076513 0.357794
H -0.829146 -1.664065 2.076844
H -0.831260 -3.198457 1.068055
H -2.104114 0.090160 1.679705
H -2.660151 2.542457 1.473563
H -4.387061 2.971871 1.301706

Forces on atoms 1 to 2 (eV/Å):
C 0.2 3.5 -4.9
H -0.8 -1.9 2.1

Results
multiplicity: 1
total energy: -31607.7124 eV
energy relative to the best compared isomer or geometry (same formula, charge and spin): 282.2 kcal per mole
LUMO level: 0.026 Eh

So, what does the Löwdin scheme give us? The charges, in e, come out as: -0.046, 0.043, -0.120, -0.179, -0.085, -0.395, 0.034, 0.086, 0.045, 0.028, -0.012, 0.081, 0.049, -0.509, -0.055, 0.187, -0.609, 0.043, -0.039, -0.653, 1.174, -0.184, 0.097, 0.093, 0.180, 0.046, 0.052, 0.189, 0.050, 0.201, 0.089, 0.119

=====

(6)
A molecular structure, C13H14N2O4Yb. Source: OMol25; level of theory: wB97M-V/def2-TZVPD.

Geometry (Å):
C -2.596136 0.900805 1.419314
C -2.136313 0.452123 0.018613
C -1.894607 1.761928 -0.721018
O -2.829075 2.520620 -0.859398
O -0.686357 2.073304 -1.226751
C 0.267628 2.465850 -0.246390
C 1.644787 1.849555 -0.549491
C 1.488711 0.345734 -0.364422
C 0.972247 -0.349941 -1.437380
C 0.772279 -1.680971 -1.298558
C 1.106849 -2.323910 -0.130416
C 1.631154 -1.672815 0.935006
C 1.829487 -0.318517 0.801865
N 2.398918 0.350229 1.931677
C 0.747370 -3.782808 -0.310469
O 0.696528 -4.633355 0.539545
N 0.420963 -3.982397 -1.695692
C 0.191822 -2.699618 -2.257241
O -0.380822 -2.400527 -3.269237
H -2.510448 0.122937 2.184652
H -1.990654 1.805261 1.633962
H -3.663603 1.228628 1.314148
H -2.994901 -0.060926 -0.414162
H -1.295740 -0.242752 0.030175
H 0.375552 3.556960 -0.246856
H 0.014865 2.117249 0.781166
H 2.376064 2.259283 0.145056
H 1.963485 2.089608 -1.561592
H 0.724427 0.145745 -2.367158
H 1.869756 -2.210839 1.842567
H 2.691509 1.292629 1.716297
H 1.694546 0.404206 2.658388
H -0.512819 -4.401723 -1.668846
Yb -2.387471 3.018444 2.672649

Forces on atoms 1 to 2 (eV/Å):
C -0.5 -0.4 -0.7
C 0.2 0.0 0.3

Results
charge: +2
multiplicity: 1
total energy: -56387.5050 eV
LUMO level: -0.391 Eh

So, what does the Löwdin scheme give us? The charges, in e, come out as: -0.138, -0.054, -0.478, 0.148, 0.033, -0.162, -0.069, -0.172, 0.029, -0.094, -0.084, 0.059, -0.255, 0.111, -0.352, 0.152, 0.192, -0.375, 0.147, 0.127, -0.100, 0.125, 0.155, 0.122, 0.140, 0.104, 0.115, 0.144, 0.148, 0.146, 0.066, 0.078, 0.169, 1.823

=====

(7)
A single C13H14N4O5S molecule. Source: OMol25; level of theory: wB97M-V/def2-TZVPD.

Geometry (Å):
C 0.740248 1.165990 2.831325
C -0.292354 0.876528 1.802056
N -1.425521 1.497367 1.948193
C -2.220065 1.066506 0.912772
N -3.562987 1.521476 0.729991
O -3.844168 2.586488 1.270662
O -4.395886 0.824616 0.138264
C -1.476451 0.212979 0.100509
S -2.035868 -0.476642 -1.502540
O -2.805568 0.507497 -2.276801
O -0.922085 -0.956089 -2.352576
C -3.051528 -1.846485 -1.098333
C -2.151592 -3.013362 -1.020236
N -2.036832 -3.839400 -2.085609
O -1.444138 -3.159817 -0.078707
N -0.219263 0.037041 0.689871
C 0.965115 -0.732200 0.249914
C 2.116129 0.205849 -0.036498
C 2.067850 1.093089 -1.120191
C 3.084541 2.027090 -1.329867
C 4.134641 2.094588 -0.445852
C 4.208176 1.203475 0.657206
C 3.204101 0.263313 0.862327
H 1.369311 0.318850 3.057603
H 1.372227 1.971506 2.461826
H 0.289566 1.497201 3.758441
H -3.817713 -1.941436 -1.839248
H -3.534616 -1.665899 -0.134250
H -1.217401 -4.426754 -2.137905
H -2.486511 -3.595525 -2.957670
H 0.740231 -1.340954 -0.616915
H 1.185426 -1.474234 1.075309
H 1.240701 0.990391 -1.834336
H 3.013120 2.736959 -2.153497
H 4.897515 2.859661 -0.601763
H 5.028206 1.315551 1.374247
H 3.283441 -0.405214 1.702281

Forces on atoms 1 to 2 (eV/Å):
C 0.7 -0.2 -0.4
C 0.4 -0.3 0.3

Results
SMILES string: Cc1nc([N+](=O)[O-])c(S(=O)(=O)CC(N)=O)n1Cc1ccccc1
multiplicity: 1
total energy: -40737.6523 eV
energy relative to the best compared isomer or geometry (same formula, charge and spin): 9.4 kcal per mole
LUMO level: -0.022 Eh

So, what does the Löwdin scheme give us? The charges, in e, come out as: 0.006, -0.307, 0.198, -0.180, -0.317, 0.099, 0.064, -0.145, 0.762, -0.301, -0.321, -0.162, -0.640, 0.183, 0.085, 0.048, -0.070, -0.207, -0.021, -0.084, -0.087, -0.070, -0.063, 0.069, 0.092, 0.088, 0.116, 0.124, 0.122, 0.113, 0.108, 0.153, 0.119, 0.110, 0.105, 0.106, 0.104